[1]
2 unconnected molecules or ions with the total composition CH3O2S2 at a distorted geometry. Source: OMol25; level of theory: ωB97M-V/def2-TZVPD.

Results
Frontier orbital gap ... 6.997 eV
2S+1 ... 1
ΔE to the lowest compared entry with this formula, charge and spin ... 28.2 kcal per mole
Calculated total energy ... -986.7808 Eh
Total charge ... -1
Highest occupied orbital energy ... -3.70 eV

XYZ file:
```
8
Properties=species:S:1:pos:R:3:forces:R:3
C 1.5490 0.4719 0.2623 -2.8 -0.1 -0.1
O -1.5924 -0.4295 0.6133 -1.5 -1.2 -0.7
O 0.9750 0.2184 1.3471 0.8 0.0 -0.2
S 3.1125 0.3908 -0.2467 1.3 0.0 0.0
S -2.1587 0.7987 -0.3180 1.7 0.3 -0.1
H 0.8054 0.7648 -0.5678 0.8 -0.1 0.5
H -1.0324 1.1006 -1.1271 -1.2 -0.4 0.8
H -0.7920 -0.3925 1.1550 1.0 1.5 -0.1
```
Forces are in eV/Å.

The net atomic charges from Mulliken, expressed in e, are: 0.346, -0.461, -0.674, -0.515, -0.085, -0.175, 0.117, 0.447


[2]
6 unconnected molecules or ions with the total composition C16H32Cl2N3O8 at a distorted geometry. Source: OMol25; level of theory: ωB97M-V/def2-TZVPD.

Results
Frontier orbital gap ... 5.062 eV
2S+1 ... 1
ΔE to the lowest compared entry with this formula, charge and spin ... 35.0 kcal per mole
Calculated total energy ... -2315.4064 Eh
Total charge ... -1
Highest occupied orbital energy ... -2.99 eV

XYZ file:
```
61
Properties=species:S:1:pos:R:3:forces:R:3
C -0.1722 -0.0274 0.5641 -0.5 -0.9 -1.5
C 0.2039 0.7916 1.7213 -0.1 0.5 2.7
O 1.1524 1.5650 1.6010 1.2 0.9 -0.5
O -0.4290 0.5926 2.8016 -0.4 -0.5 -0.2
H -0.2626 -1.0779 0.8404 0.0 0.0 0.0
H 0.5540 0.0990 -0.2388 0.0 -0.1 -0.1
H -1.1554 0.2572 0.1894 -0.2 0.0 -0.1
C 0.3705 -4.6313 -1.8602 0.1 -0.8 -0.5
C 0.8339 -3.7196 -0.7442 -1.1 1.0 -0.8
O -0.0425 -2.6034 -1.0136 0.9 -0.2 2.4
C -0.8378 -2.8105 -2.0602 -1.3 6.8 2.3
O -1.6227 -1.9510 -2.3650 -0.5 -0.7 -0.4
O -0.5096 -3.8046 -2.7010 2.1 -6.5 -2.7
H -0.2246 -5.4487 -1.4529 -0.1 0.0 -0.2
H 1.1925 -5.0457 -2.4439 -0.3 0.2 -0.3
H 1.8529 -3.3398 -0.8184 -0.1 -0.4 -0.2
H 0.6292 -4.1693 0.2273 0.0 0.3 0.1
C 3.1557 -1.2338 -1.7869 0.4 1.7 -0.1
C 3.4000 -0.6745 -0.3520 3.0 4.0 0.5
O 4.0641 0.3975 -0.1289 -2.1 -3.1 -1.5
N 3.0181 -1.4231 0.6780 0.6 -1.6 -1.6
C 3.0575 -1.1136 2.0982 -0.7 -0.1 -0.8
H 3.5286 -0.4742 -2.4740 0.8 0.1 0.3
H 2.1417 -1.1963 -2.1851 -0.5 -0.9 0.9
H 3.7353 -2.1323 -1.9986 -0.4 -0.3 0.1
H 2.8149 -2.3536 0.3418 -0.4 0.1 1.0
H 3.6319 -0.2159 2.3268 -0.4 0.0 -0.4
H 3.5047 -1.9481 2.6385 -0.3 -0.1 0.1
H 1.9794 -0.9872 2.1976 0.2 0.4 1.8
C -0.8680 2.8784 -2.1117 0.6 0.6 0.5
C 0.4779 2.2978 -2.4795 1.3 1.5 0.6
O 1.4570 2.4413 -1.7759 -0.2 -0.6 0.6
N 0.6125 1.8514 -3.7274 -0.2 -1.7 -3.0
C 1.7669 1.1332 -4.3626 -0.8 1.6 1.3
H -1.5186 2.1371 -1.6477 0.0 0.1 -0.1
H -1.3452 3.4453 -2.9110 -0.2 -0.5 -0.4
H -0.5620 3.6512 -1.4066 -0.4 -0.2 0.5
H -0.1242 2.1084 -4.3687 0.0 -0.4 0.2
H 2.6412 1.3219 -3.7397 0.0 0.0 0.0
H 1.9073 1.6279 -5.3236 0.2 -0.5 -0.1
H 1.5987 0.0579 -4.4227 -0.1 0.1 -0.2
C -3.5231 3.4275 0.3431 0.8 1.2 -0.5
C -2.9791 4.2443 1.5483 0.7 -3.9 0.4
O -2.0144 3.7793 2.1208 0.1 0.8 0.0
N -3.6474 5.3005 2.0029 -1.2 2.0 0.1
C -4.7433 5.9269 1.3297 -0.9 0.0 -0.8
H -4.5793 3.1723 0.2580 0.0 0.4 0.3
H -2.9275 2.5356 0.1484 0.0 0.0 0.8
H -3.2061 4.0798 -0.4705 -0.6 0.1 -0.7
H -3.3776 5.7749 2.8528 0.6 -0.6 -0.2
H -4.6589 5.9272 0.2430 0.6 0.3 -0.1
H -4.8640 6.9548 1.6715 0.0 -0.1 0.0
H -5.6962 5.4059 1.4235 -0.2 -0.1 0.7
Cl -1.3531 -3.1480 2.6128 1.5 -0.2 0.3
C 0.2989 -3.6318 3.2852 -1.2 -0.4 0.9
C 0.0557 -4.6405 4.4122 1.2 -0.9 -1.6
Cl -0.5827 -3.9417 5.8315 -1.1 0.7 1.3
H 0.8227 -2.8111 3.7753 -0.3 0.5 -0.8
H 0.8927 -4.1065 2.5041 -0.1 0.2 -0.1
H 1.0128 -5.0460 4.7404 0.2 -0.1 -0.4
H -0.5384 -5.4760 4.0419 -0.2 0.1 0.2
```
Forces are in eV/Å.

The net atomic charges from Mulliken, expressed in e, are: 0.431, 0.294, -0.714, -0.833, -0.317, -0.290, 0.408, -0.524, 0.430, 0.201, 0.513, -0.617, -0.356, 0.309, 0.316, -0.026, -0.338, -1.172, 0.965, -0.715, -0.021, -0.563, 0.335, 0.064, 0.468, 0.146, 0.224, 0.328, -0.023, -1.090, 0.696, -0.586, -0.236, -0.859, 0.151, 0.475, 0.350, 0.236, 0.312, 0.364, 0.207, -0.829, 0.613, -0.563, -0.144, -0.919, 0.374, 0.005, 0.334, 0.301, 0.286, 0.320, 0.274, -0.165, -0.215, -0.610, -0.174, 0.326, 0.152, 0.342, 0.353


[3]
2 unconnected molecules or ions with the total composition C32H50N2P at a distorted geometry. Source: OMol25; level of theory: ωB97M-V/def2-TZVPD.

Results
Frontier orbital gap ... 3.397 eV
2S+1 ... 1
Calculated total energy ... -1699.9095 Eh
Total charge ... +1
Highest occupied orbital energy ... -8.83 eV

XYZ file:
```
85
Properties=species:S:1:pos:R:3:forces:R:3
C -0.1842 3.1504 0.6607 -0.2 0.0 -0.3
C 0.0119 3.1105 2.1469 0.0 0.0 0.3
C 1.0790 2.3909 2.6744 0.2 0.1 0.1
C 1.3247 2.3596 4.0504 -0.5 -0.3 -0.4
C 2.5844 1.6994 4.5267 0.3 -0.2 0.2
C 0.3724 2.8964 4.9338 0.4 0.4 -0.4
C 0.4520 2.6513 6.4221 -0.2 0.3 -0.2
C 1.3455 3.6881 7.1240 0.1 -0.2 0.3
C 0.8214 1.1877 6.8433 0.6 -0.1 0.9
C 0.3147 0.1001 5.9725 -1.6 0.2 1.0
C -0.3920 -1.0017 6.5379 0.1 -0.2 0.1
C -1.7493 -1.2713 6.1429 0.1 -0.4 -0.6
C -2.5078 -0.3053 5.2808 -0.3 0.0 -0.3
C -2.4150 -2.3772 6.6556 0.1 0.4 0.0
C -1.8231 -3.2169 7.6011 0.0 0.0 -0.2
C -2.5653 -4.4200 8.1007 0.1 -0.1 0.2
C -0.5405 -2.9017 8.0686 0.3 0.3 -0.1
C 0.1722 -1.8063 7.5922 -0.4 0.2 0.4
C 1.5090 -1.4985 8.2000 0.4 -0.2 0.1
C -0.6263 3.7431 4.4162 0.0 -0.6 -0.2
C -1.5182 4.5545 5.3107 -0.3 0.2 0.1
C -0.8101 3.8105 3.0332 0.2 0.0 -0.1
H -1.0994 3.6918 0.4040 0.1 -0.1 0.0
H 0.6611 3.6439 0.1604 -0.2 -0.1 0.2
H -0.2578 2.1372 0.2435 0.0 0.2 0.1
H 1.7401 1.8361 2.0012 -0.1 0.3 0.2
H 3.1106 2.2906 5.2948 -0.2 -0.2 -0.3
H 2.3862 0.7079 4.9527 0.3 0.1 -0.1
H 3.2749 1.5418 3.6926 -0.3 0.1 0.2
H -0.5662 2.8024 6.8136 0.3 -0.1 -0.1
H 1.0537 4.7052 6.8340 0.1 -0.3 0.0
H 1.2425 3.6176 8.2159 0.1 0.0 -0.2
H 2.4024 3.5499 6.8601 -0.3 0.1 0.1
H 1.9128 1.0751 6.9885 -0.3 0.2 -0.2
H 0.3763 1.0557 7.8481 0.4 -0.1 -0.4
H 0.2665 0.2779 4.8972 -0.2 0.1 0.1
H -3.4118 -0.7926 4.8934 0.3 0.2 0.0
H -2.8492 0.5752 5.8519 0.3 -0.3 -0.1
H -1.9192 0.0551 4.4297 0.0 0.0 0.1
H -3.4397 -2.5712 6.3251 0.3 0.1 0.2
H -1.9211 -5.0223 8.7450 -0.1 0.0 -0.1
H -3.4488 -4.1281 8.6834 0.2 0.0 -0.2
H -2.9082 -5.0409 7.2630 0.1 0.2 0.2
H -0.0809 -3.5310 8.8365 -0.2 0.2 -0.3
H 1.7863 -2.3032 8.8910 0.0 0.2 -0.2
H 2.3020 -1.4056 7.4476 -0.1 0.0 0.1
H 1.4915 -0.5642 8.7771 -0.1 -0.3 -0.1
H -2.1037 5.2564 4.7069 0.1 -0.1 0.2
H -2.2311 3.9292 5.8665 0.1 0.1 0.0
H -0.9439 5.1454 6.0371 -0.2 -0.2 -0.1
H -1.6300 4.4113 2.6375 0.2 0.0 0.1
C 4.6839 2.3425 1.1082 0.1 0.4 0.2
C 4.8774 0.8403 1.2711 -0.4 -0.3 -0.2
C 5.7483 0.3264 0.1179 0.3 -0.1 0.0
C 5.5685 0.5085 2.5873 0.4 0.0 0.1
N 3.5207 0.2019 1.2254 0.1 -0.3 1.0
P 3.0567 -1.1926 2.1520 0.0 0.0 0.3
H 1.9639 -0.7362 3.1911 0.5 0.1 -1.3
N 2.1226 -1.8116 0.8355 0.1 -0.3 0.7
C 1.9995 -3.2667 0.5314 0.0 0.5 0.0
C 0.6028 -3.4973 -0.0321 -0.4 -0.2 0.1
C 2.1900 -4.0472 1.8237 0.1 -0.4 0.0
C 3.0405 -3.6918 -0.5040 0.2 -0.3 0.0
C 2.1073 -0.9132 -0.2207 1.1 1.6 -0.3
C 2.8685 0.2005 -0.0046 -1.1 -1.3 -1.2
H 3.9675 2.7420 1.8377 0.2 -0.1 -0.1
H 5.6428 2.8568 1.2520 -0.2 -0.1 -0.1
H 4.3228 2.5889 0.1033 0.0 0.0 0.2
H 5.8374 -0.7684 0.1418 -0.1 0.2 0.0
H 5.3636 0.6302 -0.8631 0.1 -0.1 0.2
H 6.7561 0.7492 0.2264 -0.2 -0.1 -0.1
H 5.7432 -0.5722 2.6878 -0.1 0.3 0.0
H 6.5466 1.0114 2.5864 -0.2 -0.2 0.1
H 5.0201 0.8644 3.4663 0.1 -0.1 -0.2
H 0.4743 -3.0190 -1.0098 0.0 -0.1 0.2
H 0.4281 -4.5718 -0.1647 0.0 0.2 0.0
H -0.1612 -3.1047 0.6529 0.2 -0.1 -0.2
H 3.2160 -3.9568 2.2043 -0.3 0.0 -0.1
H 1.4860 -3.7244 2.6001 0.1 0.0 -0.1
H 2.0051 -5.1089 1.6149 0.0 0.2 0.1
H 4.0578 -3.4409 -0.1784 -0.2 0.0 0.0
H 2.9879 -4.7792 -0.6317 0.0 0.1 -0.1
H 2.8602 -3.2315 -1.4825 0.0 0.0 0.2
H 1.6664 -1.1930 -1.1691 -0.2 0.2 0.2
H 3.1322 0.9294 -0.7688 -0.4 -0.1 0.4
```
Forces are in eV/Å.

The net atomic charges from Mulliken, expressed in e, are: -1.325, -0.427, 0.525, 0.606, 0.307, 1.151, 0.097, -1.494, -1.258, 0.020, -0.031, 0.887, -1.619, -0.852, 0.678, -1.482, -0.932, 0.927, -1.575, 0.032, -1.641, -0.871, 0.416, 0.280, 0.274, 0.507, 0.380, -0.083, -1.460, 0.586, 0.353, 0.437, 0.293, 0.576, 0.774, 0.574, 0.451, 0.313, 0.290, 0.445, 0.373, 0.329, 0.379, 0.317, 0.441, 0.315, 0.321, 0.438, 0.312, 0.253, 0.347, -1.276, 1.050, -1.665, -1.534, 0.506, -0.227, -0.084, 0.246, 1.347, -1.569, -1.928, -1.484, -0.631, -0.337, 0.142, 0.481, 0.317, 0.295, 0.360, 0.466, 0.409, 0.495, 0.226, 0.347, 0.444, 0.363, 0.436, 0.372, 0.483, 0.310, 0.435, 0.355, 0.469, 0.424


[4]
A molecular structure, C44H54BrN8ReS. Source: OMol25; level of theory: ωB97M-V/def2-TZVPD.

Results
Frontier orbital gap ... 4.592 eV
2S+1 ... 1
Calculated total energy ... -5196.2309 Eh
Total charge ... +4
Highest occupied orbital energy ... -17.66 eV

XYZ file:
```
109
Properties=species:S:1:pos:R:3:forces:R:3
Re 0.1859 -0.3207 0.7636 0.2 0.2 0.1
C -1.4558 3.4863 1.3662 -0.1 -0.1 0.0
C -0.3826 3.2022 2.3734 0.1 0.1 0.0
C 0.2896 4.2457 3.0031 0.0 -0.1 0.0
C 1.1775 4.0017 4.0391 0.0 -0.1 0.0
C 1.4054 2.7050 4.4839 0.0 0.0 -0.1
C 0.7775 1.6251 3.8751 0.0 0.1 0.1
C 0.9329 0.2373 4.4449 0.0 0.0 0.0
C -0.0850 1.9121 2.8130 -0.1 -0.1 -0.1
N -0.8047 0.7794 2.2401 -0.3 0.2 0.3
C -1.9628 0.4627 2.7010 0.0 -0.1 0.0
C -2.6992 1.1851 3.7609 0.2 0.1 0.0
C -2.4972 -0.8185 2.1471 0.2 0.0 -0.3
C -3.7790 -1.3542 2.6717 0.0 0.0 -0.1
N -1.7109 -1.3834 1.2918 -0.6 -0.1 0.3
C -2.0697 -2.7745 0.9701 0.2 0.2 0.1
C -1.5826 -3.7457 1.8510 0.1 -0.1 -0.2
C -0.6982 -3.4255 3.0217 0.0 0.0 0.1
C -1.9800 -5.0621 1.6355 0.0 0.1 0.0
C -2.8611 -5.3807 0.6164 0.0 0.1 0.0
C -3.3491 -4.3859 -0.2165 0.1 0.0 0.0
C -2.9592 -3.0571 -0.0646 0.0 -0.2 0.1
C -3.5707 -1.9906 -0.9190 0.0 0.0 -0.1
H -2.4223 3.5979 1.8630 0.0 0.0 0.0
H -1.5439 2.7010 0.6154 0.0 0.0 0.0
H -1.2580 4.4220 0.8513 0.0 0.0 0.0
H 0.0837 5.2616 2.6988 0.0 0.1 0.0
H 1.6724 4.8282 4.5248 0.0 0.1 0.1
H 2.0575 2.5313 5.3282 0.1 0.0 0.1
H 1.8893 0.1219 4.9507 0.0 0.0 0.0
H 0.8505 -0.5675 3.7058 0.0 0.0 -0.1
H 0.1613 0.0372 5.1914 0.0 0.0 0.0
H -2.1418 2.0342 4.1477 0.0 0.0 0.0
H -2.9330 0.4965 4.5763 0.0 0.0 0.0
H -3.6581 1.5315 3.3686 -0.1 0.0 0.0
H -4.5167 -0.5542 2.7403 0.0 0.0 0.0
H -3.6282 -1.7279 3.6878 0.0 0.0 0.1
H -4.1686 -2.1651 2.0649 0.0 0.0 0.0
H -0.0738 -2.5476 2.8586 0.1 0.1 0.0
H -0.0353 -4.2589 3.2416 0.0 0.0 0.0
H -1.2822 -3.2428 3.9246 -0.1 0.0 0.1
H -1.6244 -5.8344 2.3011 0.1 -0.1 0.1
H -3.1941 -6.4001 0.4929 0.0 -0.1 0.0
H -4.0756 -4.6316 -0.9771 0.0 0.0 -0.1
H -4.1863 -2.4292 -1.7003 0.0 0.0 0.0
H -2.8149 -1.3751 -1.4012 0.1 0.1 -0.1
H -4.2164 -1.3329 -0.3358 -0.1 0.1 0.0
Br -0.8453 6.1266 -2.9365 0.0 0.0 0.0
C 0.4089 5.1145 -1.9849 0.1 -0.1 0.1
C 1.7234 5.5374 -1.8333 -0.2 -0.1 0.0
C 2.5773 4.7216 -1.1072 -0.1 0.0 0.0
C 2.0903 3.5355 -0.5823 0.1 0.1 0.2
N 0.8338 3.1127 -0.7267 0.1 0.0 -0.1
C 0.0191 3.9080 -1.4145 -0.1 0.0 -0.3
H 2.0625 6.4701 -2.2611 0.0 0.0 0.0
H 3.6056 5.0106 -0.9489 0.1 0.0 0.0
H 2.7403 2.9087 0.0148 0.1 -0.1 0.0
H -1.0073 3.5793 -1.5367 0.0 0.0 0.0
C 4.0806 1.1678 2.7878 0.0 0.1 0.0
N 4.3256 0.6041 1.4642 0.0 -0.1 -0.1
C 5.6773 0.0511 1.2879 0.0 0.0 0.0
C 3.3694 0.4586 0.5462 -0.3 0.0 0.1
N 2.0552 0.2787 1.0280 0.2 0.2 -0.4
N 3.6832 0.4920 -0.7416 0.2 0.1 0.4
C 4.8836 1.2095 -1.2016 0.1 0.1 0.0
C 2.8274 0.0286 -1.8119 -0.2 -0.1 -0.1
H 4.9355 1.7922 3.0473 0.0 0.0 0.0
H 3.9935 0.3810 3.5395 0.0 0.0 0.0
H 3.1979 1.8051 2.7786 0.1 0.0 0.0
H 5.8876 -0.5614 2.1648 0.0 0.0 0.0
H 6.4203 0.8433 1.2209 0.1 0.0 0.0
H 5.7135 -0.5775 0.4042 0.1 0.0 0.1
H 2.1289 0.3277 2.0451 0.1 -0.1 0.1
H 5.2647 1.8422 -0.4057 0.0 0.0 -0.1
H 4.5798 1.8391 -2.0357 0.0 0.0 0.0
H 5.6575 0.5193 -1.5340 0.0 0.0 0.0
H 2.6690 -1.0446 -1.7540 0.0 -0.1 0.0
H 3.3297 0.2512 -2.7503 -0.1 -0.1 0.0
H 1.8902 0.5694 -1.7791 -0.2 0.1 -0.1
N 0.2816 -4.4447 -1.3805 0.0 0.3 -0.2
C 0.2543 -3.1260 -1.3477 0.0 -0.2 0.0
S 0.8721 -2.4315 0.1719 0.0 0.0 -0.5
N -0.0720 -2.3806 -2.3833 0.2 0.3 0.3
C -0.4351 -2.8600 -3.7002 0.0 0.0 0.1
C 0.2340 -2.3197 -4.7878 -0.1 -0.1 0.0
C -0.0944 -2.7583 -6.0611 0.0 -0.1 0.0
C -1.0736 -3.7295 -6.2324 0.0 0.0 0.0
C -1.7422 -4.2529 -5.1327 0.1 0.1 0.0
C -1.4313 -3.8148 -3.8524 0.1 0.1 -0.2
H 0.5441 -4.9809 -0.5672 0.0 0.0 0.0
H 0.1153 -4.9426 -2.2500 0.0 0.0 0.0
H 0.0848 -1.3761 -2.2846 -0.2 -0.5 0.0
H 1.0116 -1.5842 -4.6469 0.1 0.1 0.0
H 0.4233 -2.3546 -6.9178 0.0 0.0 -0.1
H -1.3150 -4.0797 -7.2259 0.0 0.0 0.0
H -2.5136 -4.9961 -5.2696 0.0 0.0 0.0
H -1.9773 -4.1906 -3.0032 -0.1 -0.1 0.2
C -0.5526 0.3765 -0.6689 0.2 -0.4 -0.2
C -1.2315 0.9005 -1.7818 0.1 0.2 0.1
C -2.5661 1.3254 -1.5843 0.1 0.0 -0.1
C -3.2675 1.8867 -2.6315 0.1 -0.1 0.1
C -2.6545 2.0264 -3.8726 -0.1 0.0 -0.1
C -1.3371 1.6236 -4.0819 0.1 -0.1 0.2
C -0.6154 1.0717 -3.0441 -0.3 0.1 0.1
H -3.0259 1.2133 -0.6149 -0.1 0.0 0.1
H -4.2843 2.2216 -2.4911 -0.1 0.0 0.0
H -3.2088 2.4660 -4.6899 0.0 0.0 0.0
H -0.8791 1.7661 -5.0487 0.0 0.0 -0.1
H 0.4154 0.8031 -3.1906 0.2 -0.1 -0.1
```
Forces are in eV/Å.

Atomic partial charges in e from the Mulliken method, atoms 1 to 99: 1.632, -2.049, 1.204, -0.985, -1.039, -0.770, 0.486, -1.468, -0.672, 0.400, 1.428, -2.147, 1.331, -2.054, 0.901, -0.542, 0.863, -1.337, -1.016, -1.199, -0.677, 0.516, -0.793, 0.468, 0.305, 0.653, 0.580, 0.507, 0.589, 0.519, 0.127, 0.410, 0.384, 0.499, 0.477, 0.544, 0.433, 0.384, -0.168, 0.555, 0.349, 0.588, 0.505, 0.631, 0.586, -0.054, 0.275, -0.102, -0.640, -0.407, -1.189, -0.163, 0.601, -0.314, 0.524, 0.576, 0.500, 0.731, -0.756, 0.161, -1.145, 0.269, 0.277, 0.203, -1.321, -0.828, 0.485, 0.333, 0.069, 0.429, 0.396, 0.354, -0.389, 0.419, 0.537, 0.374, 0.325, 0.579, 0.058, -0.156, 0.667, -0.642, 0.989, 0.301, -0.323, -0.798, -0.632, -0.886, -0.120, 0.297, 0.299, -0.937, 0.482, 0.465, 0.445, 0.468, 0.613, 0.004, 0.497